ORCA calculation (wB97M-V/def2-TZVPD) on C22H50Cl2MnN10 as an isolated structure at a distorted geometry.

Calculated values
Multiplicity   6
Energy   -3486.317524 Ha
E_LUMO (spin up / spin down)   -5.17 / -5.60 eV
<S²>   8.7612
Energy relative to the best compared isomer or geometry (same formula, charge and spin)   1.2710 eV
HOMO energy (spin up / spin down)   -12.592 / -12.660 eV
Orbital gap (spin up / spin down)   0.273 / 0.259 Ha
Charge   +2

Each line ends with the Löwdin spin population.
Cartesian coordinates (Å):
Mn: -0.346 -0.798 0.025  4.62
C: 2.529 0.187 -3.233  0.00
N: 1.913 -0.913 -2.507  0.01
C: 1.036 -1.764 -3.303  0.00
C: 2.366 -1.315 -1.288  0.01
N: 1.500 -1.841 -0.437  0.04
C: 2.004 -2.840 0.511  0.00
C: 0.936 -3.885 0.814  0.00
N: -0.353 -3.188 1.074  0.04
C: -1.470 -3.662 0.205  0.01
C: -2.662 -2.738 0.211  0.01
N: -2.310 -1.465 -0.421  0.04
C: -3.255 -0.711 -0.949  0.01
N: -2.882 0.208 -1.886  0.01
C: -1.673 0.021 -2.656  0.02
C: -3.463 1.541 -1.928  0.00
N: -4.583 -0.806 -0.689  0.01
C: -5.586 -0.586 -1.726  0.00
C: -5.131 -1.046 0.642  0.00
C: -0.418 -2.199 1.891  0.02
C: -0.183 1.261 0.574  0.03
N: 0.925 1.917 0.707  0.02
C: 0.845 3.238 1.145  0.00
N: 0.419 3.511 2.374  0.00
C: 0.399 2.494 3.425  0.00
C: -0.178 4.791 2.759  0.00
N: 1.259 4.186 0.312  0.00
C: 1.850 5.451 0.754  0.00
C: 1.444 3.889 -1.108  0.00
N: 3.671 -1.108 -1.002  0.01
C: 4.729 -1.267 -1.994  0.00
C: 4.106 -0.743 0.336  0.00
H: 1.739 0.799 -3.671  0.00
H: 3.175 -0.158 -4.044  0.00
H: 3.109 0.803 -2.550  0.00
H: 0.299 -1.153 -3.825  0.00
H: 0.525 -2.476 -2.661  0.00
H: 1.613 -2.308 -4.056  0.00
H: 2.323 -2.416 1.471  0.00
H: 2.883 -3.349 0.107  0.00
H: 1.223 -4.454 1.697  0.00
H: 0.790 -4.569 -0.019  0.00
H: -1.744 -4.658 0.559  0.00
H: -1.064 -3.761 -0.804  0.00
H: -3.004 -2.609 1.239  0.00
H: -3.464 -3.239 -0.338  0.00
H: -0.789 0.483 -2.188  0.01
H: -1.797 0.488 -3.635  0.00
H: -1.492 -1.043 -2.801  0.00
H: -4.203 1.653 -1.142  0.00
H: -3.933 1.743 -2.893  0.00
H: -2.679 2.285 -1.764  0.00
H: -5.121 -0.576 -2.707  0.00
H: -6.128 0.350 -1.573  0.00
H: -6.306 -1.404 -1.692  0.00
H: -4.398 -0.807 1.405  0.00
H: -5.488 -2.070 0.764  0.00
H: -5.979 -0.374 0.781  0.00
H: 1.629 -0.834 2.411  0.00
H: -1.437 -1.452 2.161  0.01
H: 1.851 -0.744 4.354  0.01
H: -1.089 1.836 0.844  0.01
H: 0.709 2.967 4.357  0.00
H: 1.104 1.706 3.177  0.00
H: -0.591 2.056 3.547  0.00
H: -0.461 5.356 1.876  0.00
H: 0.489 5.384 3.383  0.00
H: -1.080 4.569 3.328  0.00
H: 2.089 5.409 1.812  0.00
H: 1.193 6.297 0.557  0.00
H: 2.777 5.596 0.202  0.00
H: 1.294 4.809 -1.668  0.00
H: 0.723 3.151 -1.443  0.00
H: 2.453 3.518 -1.297  0.00
H: 4.336 -1.741 -2.889  0.00
H: 5.502 -1.915 -1.580  0.00
H: 5.183 -0.311 -2.259  0.00
H: 3.268 -0.302 0.877  0.00
H: 4.885 0.015 0.250  0.00
H: 4.512 -1.589 0.895  0.00
Cl: -2.157 -0.214 2.728  0.03
C: 1.561 -2.899 3.914  0.01
Cl: 0.982 -1.351 3.479  0.01
H: 0.689 -3.538 3.827  0.00
H: 2.058 -2.778 4.868  0.00


ORCA calculation (wB97M-V/def2-TZVPD) on a 3-piece molecular cluster, C22H50F5N8O5P2 overall at a distorted geometry.

Calculated values
Energy   -2864.221515 Ha
E_LUMO   -2.87 eV
HOMO energy   -9.540 eV
Orbital gap   0.245 Ha
Charge   +1

Each line ends with the Löwdin charge.
Cartesian coordinates (Å):
C: -2.833 -0.878 4.911  -0.02
C: -1.437 -1.269 4.456  -0.42
O: -0.722 -0.113 4.001  -0.03
C: -1.477 -2.314 3.342  -0.08
C: -0.052 -2.739 3.006  -0.16
N: 0.312 -2.364 1.601  0.16
C: 1.737 -2.720 1.415  -0.12
C: 2.379 -1.974 0.246  -0.41
F: 1.487 -1.713 -0.731  0.16
F: 3.398 -2.662 -0.292  0.17
C: 2.973 -0.631 0.747  -0.55
F: 2.049 0.027 1.488  0.16
F: 3.285 0.145 -0.276  0.20
F: 4.028 -0.847 1.520  0.20
C: 1.764 -4.261 1.277  -0.09
O: 0.659 -4.857 1.931  -0.03
C: 0.334 -4.231 3.170  -0.29
N: -0.675 -5.031 3.817  0.18
C: -0.266 -5.730 4.739  -0.25
O: 0.213 -6.401 5.544  0.25
H: -2.809 -0.611 5.967  0.09
H: -3.549 -1.679 4.752  0.08
H: -3.139 0.017 4.374  0.08
H: -0.871 -1.681 5.300  0.15
H: -0.001 0.089 4.602  0.10
H: -2.139 -3.115 3.649  0.12
H: -1.924 -1.816 2.474  0.12
H: 0.617 -2.149 3.628  0.15
H: -0.277 -2.864 0.929  0.21
H: 0.133 -1.364 1.458  0.19
H: 2.317 -2.478 2.301  0.17
H: 2.690 -4.616 1.739  0.15
H: 1.803 -4.578 0.238  0.15
H: 1.254 -4.276 3.774  0.16
O: 4.297 5.292 -2.661  -0.29
P: 4.740 3.987 -3.277  0.71
N: 5.710 3.333 -2.004  -0.34
C: 6.859 4.081 -1.515  -0.12
C: 4.878 2.922 -0.883  -0.16
N: 5.624 4.589 -4.614  -0.33
C: 7.054 4.458 -4.769  -0.14
C: 5.157 5.856 -5.167  -0.14
N: 4.572 2.403 -4.078  -0.30
C: 3.179 2.084 -4.422  -0.14
C: 5.260 1.199 -3.644  -0.14
H: 7.338 3.522 -0.708  0.08
H: 6.593 5.073 -1.130  0.09
H: 7.617 4.195 -2.286  0.06
H: 4.031 2.324 -1.234  0.05
H: 4.475 3.784 -0.336  0.09
H: 5.449 2.299 -0.190  0.08
H: 7.600 5.212 -4.186  0.08
H: 7.332 4.584 -5.818  0.08
H: 7.406 3.466 -4.480  0.07
H: 5.524 6.720 -4.599  0.08
H: 4.070 5.900 -5.174  0.07
H: 5.491 5.951 -6.202  0.08
H: 2.584 1.823 -3.537  0.07
H: 3.133 1.255 -5.129  0.08
H: 2.706 2.946 -4.903  0.08
H: 4.853 0.771 -2.718  0.06
H: 6.322 1.372 -3.506  0.07
H: 5.158 0.450 -4.434  0.09
O: -4.765 -1.515 2.009  -0.31
P: -5.299 -1.200 0.623  0.72
N: -5.071 0.511 0.566  -0.33
C: -5.703 1.357 1.569  -0.11
C: -3.658 0.843 0.468  -0.15
N: -6.923 -1.691 0.835  -0.32
C: -8.053 -0.789 0.829  -0.13
C: -7.142 -2.787 1.773  -0.14
N: -5.472 -1.326 -1.145  -0.29
C: -4.636 -2.387 -1.727  -0.14
C: -5.507 -0.178 -2.040  -0.13
H: -5.438 2.400 1.382  0.09
H: -5.400 1.108 2.594  0.08
H: -6.787 1.311 1.504  0.06
H: -3.177 0.244 -0.316  0.07
H: -3.125 0.655 1.412  0.07
H: -3.529 1.892 0.194  0.09
H: -8.177 -0.283 1.795  0.08
H: -8.973 -1.342 0.622  0.09
H: -7.970 -0.037 0.043  0.08
H: -7.163 -2.444 2.816  0.08
H: -6.359 -3.537 1.684  0.07
H: -8.089 -3.280 1.549  0.08
H: -3.574 -2.113 -1.743  0.07
H: -4.950 -2.614 -2.746  0.08
H: -4.740 -3.307 -1.143  0.08
H: -4.531 0.303 -2.175  0.08
H: -6.218 0.569 -1.706  0.07
H: -5.847 -0.528 -3.019  0.09


ORCA calculation (wB97M-V/def2-TZVPD) on C22H50O3P2STc as an isolated structure at a distorted geometry.

Calculated values
Multiplicity   4
Energy   -2253.769463 Ha
E_LUMO (spin up / spin down)   -15.98 / -18.03 eV
<S²>   3.7896
HOMO energy (spin up / spin down)   -22.158 / -22.105 eV
Orbital gap (spin up / spin down)   0.227 / 0.150 Ha
Charge   +4

Each line ends with the Löwdin spin population.
Cartesian coordinates (Å):
Tc: 0.202 -0.093 0.124  1.55
C: 0.329 0.284 1.985  0.10
O: 0.364 0.538 3.124  0.08
C: 1.259 -1.388 -0.852  0.09
O: 1.878 -2.265 -1.337  0.09
P: -1.022 -2.135 0.712  0.13
C: -2.008 -2.873 -0.714  0.10
H: -2.317 -3.866 -0.348  0.02
C: 0.191 -3.545 1.028  0.04
H: 0.851 -3.521 0.149  0.00
C: -2.331 -2.169 2.058  0.02
H: -3.064 -1.447 1.655  0.00
C: -0.187 3.842 0.001  0.03
P: 0.501 2.291 -0.807  0.24
H: -0.103 2.670 -3.123  0.02
H: -1.275 3.705 -0.080  0.00
C: 2.134 2.834 -1.654  0.08
H: 1.807 3.764 -2.121  0.02
C: 1.037 -3.221 2.261  0.01
H: 1.955 -3.828 2.185  0.00
H: 0.518 -3.489 3.197  0.00
H: 1.350 -2.161 2.315  0.00
C: -0.325 -4.986 1.024  0.02
H: -0.938 -5.226 1.906  0.00
H: 0.589 -5.605 1.037  0.00
H: -0.860 -5.213 0.088  0.00
C: -3.017 -3.524 2.290  0.01
H: -3.407 -3.995 1.376  0.00
H: -3.869 -3.324 2.962  0.00
H: -2.340 -4.220 2.813  0.00
C: -1.893 -1.642 3.428  0.01
H: -2.770 -1.650 4.093  0.00
H: -1.510 -0.621 3.374  0.00
H: -1.131 -2.294 3.882  0.00
C: -3.265 -2.050 -1.015  0.02
H: -3.982 -2.075 -0.184  0.00
H: -3.764 -2.472 -1.901  0.01
H: -3.020 -1.000 -1.239  0.00
C: -1.160 -3.074 -1.974  0.01
H: -0.750 -2.122 -2.351  0.00
H: -1.801 -3.491 -2.765  0.01
H: -0.330 -3.776 -1.814  0.00
C: 0.195 5.130 -0.738  0.02
H: -0.088 5.116 -1.796  0.00
H: 1.275 5.312 -0.660  0.00
H: -0.317 5.988 -0.274  0.00
C: 0.102 4.011 1.494  0.01
H: 1.133 4.344 1.677  0.00
C: -0.794 0.667 -2.701  0.02
H: -0.091 3.101 2.081  0.00
H: -0.550 4.803 1.887  0.00
C: -2.034 2.776 -2.178  0.02
H: -1.199 0.086 -1.837  0.01
H: -1.519 0.549 -3.516  0.00
H: 0.152 0.214 -3.022  0.01
C: -0.644 2.141 -2.323  0.09
H: -2.625 2.541 -3.075  0.01
H: -1.999 3.868 -2.096  0.00
H: -2.575 2.370 -1.312  0.01
C: 2.486 1.846 -2.777  0.01
H: 2.424 0.796 -2.468  0.00
H: 3.518 1.996 -3.123  0.00
H: 1.828 2.030 -3.632  0.00
C: 3.390 3.224 -0.848  0.01
H: 3.873 2.340 -0.367  0.00
H: 3.220 3.988 -0.071  0.00
H: 4.124 3.658 -1.524  0.00
H: -3.471 -0.323 -4.331  0.00
H: -3.679 -1.006 -4.101  0.00
C: 3.532 -0.501 1.895  0.00
S: 2.605 0.422 0.725  -0.01
C: 2.694 2.053 2.005  0.01
O: 3.236 0.088 -0.595  0.04
H: 3.220 -0.305 2.925  0.00
H: 4.581 -0.223 1.735  0.00
H: 3.374 -1.557 1.656  0.00
H: 3.733 2.368 2.015  0.00
H: 2.054 2.752 1.509  0.00
H: 2.303 1.771 2.971  0.00